<i>
# C11H15N

A cluster of 2 separate species, C11H15N in total (ωB97M-V/def2-TZVPD, OMol25).

For the highest occupied orbital energy, the calculation gives -0.2919 Ha. As for the SMILES: Cc1c[nH]c2ccccc12.CC. The value obtained for the frontier orbital gap is 8.86 eV. Its LUMO energy is 0.0337 hartree.

Structure (ORCA input):
```
! RIJCOSX wB97M-V def2-TZVPD def2/J DEFGRID3
* xyz 0 1
C 3.11 1.96 -0.08
C 1.68 1.93 0.13
C 1.11 2.50 1.28
N -0.18 1.89 1.47
C -0.33 1.01 0.51
C -1.59 0.33 0.25
C -1.74 -0.14 -0.99
C -0.59 -0.22 -2.01
C 0.63 0.07 -1.53
C 0.79 0.87 -0.32
H 3.39 3.03 0.12
H 3.60 2.09 -1.01
H 3.60 1.38 0.76
H 1.19 3.27 2.00
H -0.97 2.21 2.07
H -2.50 0.15 0.87
H -2.72 -0.55 -1.29
H -0.83 -0.58 -2.99
H 1.49 -0.17 -2.17
C -0.77 -4.36 0.92
C -1.81 -3.81 -0.05
H -0.82 -4.00 1.85
H -1.22 -5.43 1.12
H 0.26 -4.33 0.59
H -2.78 -4.02 0.36
H -1.66 -2.78 -0.29
H -1.64 -4.36 -0.99
*
```



<ii>
# C11H15N

A cluster of 2 separate species, C11H15N in total (ωB97M-V/def2-TZVPD, OMol25).

For the highest occupied orbital energy, the calculation gives -0.2893 Ha. As for the SMILES: Cc1c[nH]c2ccccc12.CC. The value obtained for the frontier orbital gap is 8.76 eV. Its LUMO energy is 0.0328 hartree.

Structure (ORCA input):
```
! RIJCOSX wB97M-V def2-TZVPD def2/J DEFGRID3
* xyz 0 1
C 1.97 1.63 1.87
C 0.64 1.30 1.26
C -0.46 0.79 1.87
N -1.43 0.52 0.91
C -1.00 0.95 -0.31
C -1.64 1.08 -1.54
C -0.87 1.49 -2.61
C 0.47 1.87 -2.47
C 1.04 1.93 -1.21
C 0.33 1.37 -0.15
H 2.03 1.11 2.81
H 2.05 2.67 2.20
H 2.78 1.35 1.21
H -0.72 0.48 2.88
H -2.34 0.12 1.08
H -2.66 0.75 -1.62
H -1.36 1.46 -3.57
H 1.12 2.12 -3.30
H 2.11 2.12 -1.22
C 0.21 -2.57 0.34
C -0.79 -3.70 0.18
H -0.21 -1.56 0.39
H 0.84 -2.68 1.21
H 0.95 -2.53 -0.48
H -1.62 -3.41 -0.47
H -1.13 -4.12 1.12
H -0.33 -4.52 -0.37
*
```



<iii>
# C11H15N

A cluster of 2 separate species, C11H15N in total (ωB97M-V/def2-TZVPD, OMol25).

For the highest occupied orbital energy, the calculation gives -0.2927 Ha. As for the SMILES: Cc1c[nH]c2ccccc12.CC. The value obtained for the frontier orbital gap is 8.90 eV. Its LUMO energy is 0.0345 hartree.

Structure (ORCA input):
```
! RIJCOSX wB97M-V def2-TZVPD def2/J DEFGRID3
* xyz 0 1
C -1.81 -2.38 -1.58
C -0.80 -2.11 -0.52
C 0.21 -2.92 -0.14
N 1.01 -2.27 0.82
C 0.47 -1.04 1.05
C 0.96 0.05 1.76
C 0.24 1.23 1.73
C -0.92 1.37 0.95
C -1.42 0.28 0.26
C -0.66 -0.89 0.23
H -1.87 -1.60 -2.34
H -2.81 -2.51 -1.14
H -1.63 -3.30 -2.13
H 0.67 -3.74 -0.68
H 1.57 -2.91 1.36
H 1.94 0.02 2.23
H 0.66 2.08 2.23
H -1.41 2.33 0.89
H -2.26 0.41 -0.41
C 1.77 3.15 -1.80
C 0.51 3.98 -1.61
H 2.59 3.74 -2.20
H 1.99 2.54 -0.92
H 1.60 2.34 -2.48
H 0.21 4.30 -0.62
H 0.61 4.93 -2.17
H -0.38 3.59 -2.11
*
```



<ii> is favored, and the nearest alternative lies 0.0089 hartree above it.



<i>
# C11H15N

A cluster of 2 separate species, C11H15N in total (ωB97M-V/def2-TZVPD, OMol25).

For the highest occupied orbital energy, the calculation gives -0.2883 Ha. As for the SMILES: Cc1c[nH]c2ccccc12.CC. The value obtained for the frontier orbital gap is 8.76 eV. Its LUMO energy is 0.0338 hartree.

Structure (ORCA input):
```
! RIJCOSX wB97M-V def2-TZVPD def2/J DEFGRID3
* xyz 0 1
C 2.47 1.66 0.23
C 1.60 0.46 0.43
C 1.86 -0.80 0.01
N 0.82 -1.64 0.34
C -0.19 -0.88 0.90
C -1.49 -1.22 1.32
C -2.31 -0.15 1.62
C -1.85 1.15 1.75
C -0.51 1.45 1.56
C 0.30 0.45 1.01
H 1.95 2.46 -0.33
H 3.34 1.48 -0.39
H 2.67 2.21 1.15
H 2.70 -1.19 -0.55
H 0.74 -2.56 -0.04
H -1.79 -2.26 1.27
H -3.35 -0.39 1.84
H -2.51 1.96 2.05
H -0.19 2.48 1.60
C -0.01 0.02 -3.97
C -0.98 -0.58 -2.98
H 1.06 -0.23 -3.89
H -0.28 -0.02 -5.02
H 0.14 1.10 -3.78
H -1.58 0.14 -2.43
H -0.46 -1.20 -2.25
H -1.74 -1.17 -3.49
*
```



<ii>
# C11H15N

A cluster of 2 separate species, C11H15N in total (ωB97M-V/def2-TZVPD, OMol25).

For the highest occupied orbital energy, the calculation gives -0.2784 Ha. As for the SMILES: Cc1c[nH]c2ccccc12.CC. The value obtained for the frontier orbital gap is 8.50 eV. Its LUMO energy is 0.0338 hartree.

Structure (ORCA input):
```
! RIJCOSX wB97M-V def2-TZVPD def2/J DEFGRID3
* xyz 0 1
C -2.40 -1.27 1.12
C -1.64 -0.12 0.69
C -2.04 1.24 0.65
N -1.35 1.97 -0.28
C -0.30 1.05 -0.73
C 0.54 1.50 -1.77
C 1.19 0.32 -2.16
C 1.22 -0.98 -1.65
C 0.27 -1.22 -0.66
C -0.40 -0.21 -0.12
H -2.94 -1.82 0.39
H -3.21 -0.63 1.73
H -1.85 -1.96 1.79
H -2.93 1.53 1.14
H -1.45 2.92 -0.12
H 0.76 2.37 -2.11
H 1.86 0.48 -2.92
H 2.00 -1.74 -1.76
H 0.38 -2.11 -0.08
C 1.62 -0.28 1.95
C 2.66 -1.31 1.58
H 1.91 0.36 2.70
H 1.28 0.38 1.19
H 0.70 -0.85 2.07
H 3.20 -1.21 0.67
H 2.09 -2.28 1.53
H 3.37 -1.47 2.28
*
```



<iii>
# C11H15N

A cluster of 2 separate species, C11H15N in total (ωB97M-V/def2-TZVPD, OMol25).

For the highest occupied orbital energy, the calculation gives -0.2840 Ha. As for the SMILES: Cc1c[nH]c2ccccc12.CC. The value obtained for the frontier orbital gap is 8.61 eV. Its LUMO energy is 0.0325 hartree.

Structure (ORCA input):
```
! RIJCOSX wB97M-V def2-TZVPD def2/J DEFGRID3
* xyz 0 1
C 1.26 -1.22 -2.22
C 2.14 -0.65 -1.18
C 3.50 -0.76 -0.97
N 4.02 -0.07 0.11
C 2.82 0.33 0.81
C 2.81 1.08 1.96
C 1.63 1.72 2.18
C 0.55 1.66 1.35
C 0.59 0.70 0.34
C 1.74 0.04 -0.01
H 1.82 -1.62 -3.02
H 0.53 -0.50 -2.47
H 0.82 -2.19 -1.80
H 4.26 -1.33 -1.63
H 4.86 -0.30 0.73
H 3.63 0.97 2.54
H 1.60 2.48 3.05
H -0.33 2.30 1.57
H -0.32 0.60 -0.23
C -4.74 -0.16 -0.86
C -4.75 -0.58 0.62
H -5.69 -0.04 -1.47
H -4.10 0.87 -0.99
H -4.20 -0.95 -1.45
H -3.94 -0.57 1.36
H -5.03 -1.62 0.41
H -5.47 -0.17 1.30
*
```



<iv>
# C11H15N

A cluster of 2 separate species, C11H15N in total (ωB97M-V/def2-TZVPD, OMol25).

For the highest occupied orbital energy, the calculation gives -0.2850 Ha. As for the SMILES: Cc1c[nH]c2ccccc12.CC. The value obtained for the frontier orbital gap is 8.69 eV. Its LUMO energy is 0.0342 hartree.

Structure (ORCA input):
```
! RIJCOSX wB97M-V def2-TZVPD def2/J DEFGRID3
* xyz 0 1
C -1.50 -2.30 0.65
C -0.17 -1.94 0.05
C 0.62 -2.70 -0.81
N 1.72 -1.98 -1.18
C 1.67 -0.74 -0.55
C 2.75 0.18 -0.61
C 2.62 1.26 0.23
C 1.37 1.46 0.89
C 0.39 0.54 0.92
C 0.46 -0.69 0.19
H -1.55 -3.31 1.04
H -2.36 -2.23 -0.05
H -1.57 -1.54 1.41
H 0.47 -3.75 -0.96
H 2.58 -2.32 -1.55
H 3.52 -0.02 -1.36
H 3.20 2.16 0.37
H 1.15 2.46 1.34
H -0.39 0.71 1.70
C -3.77 2.32 0.53
C -3.62 3.51 -0.43
H -3.33 1.38 0.14
H -3.28 2.55 1.51
H -4.73 1.82 0.69
H -3.98 4.43 0.01
H -4.32 3.32 -1.31
H -2.59 3.46 -0.82
*
```



<i> is favored, and the nearest alternative lies 0.0337 hartree above it.



<i>
# C11H15N

A cluster of 2 separate species, C11H15N in total (ωB97M-V/def2-TZVPD, OMol25).

For the highest occupied orbital energy, the calculation gives -0.3005 Ha. As for the SMILES: Cc1c[nH]c2ccccc12.CC. The value obtained for the frontier orbital gap is 9.07 eV. Its LUMO energy is 0.0330 hartree.

Structure (ORCA input):
```
! RIJCOSX wB97M-V def2-TZVPD def2/J DEFGRID3
* xyz 0 1
C -1.12 1.64 -2.47
C -1.28 1.13 -0.97
C -2.08 1.56 0.05
N -2.28 0.53 1.01
C -1.63 -0.57 0.57
C -1.42 -1.88 1.08
C -0.65 -2.71 0.42
C -0.14 -2.41 -0.77
C -0.25 -1.23 -1.43
C -1.01 -0.26 -0.68
H -0.05 1.85 -2.78
H -1.54 2.59 -2.90
H -1.69 0.95 -3.05
H -2.70 2.49 0.19
H -2.82 0.53 1.80
H -2.03 -1.97 1.99
H -0.66 -3.79 0.77
H 0.47 -2.98 -1.52
H -0.02 -0.93 -2.42
C 2.36 0.82 1.99
C 3.39 0.49 0.85
H 2.03 1.85 1.69
H 1.46 0.16 1.91
H 2.72 0.77 2.93
H 4.08 1.41 0.61
H 2.67 0.27 0.09
H 4.19 -0.30 1.03
*
```



<ii>
# C11H15N

A cluster of 2 separate species, C11H15N in total (ωB97M-V/def2-TZVPD, OMol25).

For the highest occupied orbital energy, the calculation gives -0.2924 Ha. As for the SMILES: Cc1c[nH]c2ccccc12.CC. The value obtained for the frontier orbital gap is 8.88 eV. Its LUMO energy is 0.0339 hartree.

Structure (ORCA input):
```
! RIJCOSX wB97M-V def2-TZVPD def2/J DEFGRID3
* xyz 0 1
C -2.37 -0.10 -1.46
C -0.90 -0.40 -1.36
C -0.29 -1.51 -1.83
N 1.11 -1.41 -1.67
C 1.37 -0.12 -1.26
C 2.57 0.52 -0.95
C 2.53 1.83 -0.53
C 1.32 2.52 -0.39
C 0.13 1.86 -0.63
C 0.14 0.54 -1.06
H -2.67 0.73 -0.83
H -2.98 -0.97 -1.21
H -2.58 0.25 -2.48
H -0.80 -2.43 -2.07
H 1.64 -1.92 -2.36
H 3.49 -0.04 -0.96
H 3.49 2.29 -0.34
H 1.33 3.54 -0.03
H -0.79 2.39 -0.45
C -0.30 -1.57 2.83
C -1.16 -0.32 2.60
H -0.89 -2.48 2.69
H 0.58 -1.60 2.18
H 0.12 -1.56 3.84
H -1.77 -0.21 3.50
H -1.81 -0.40 1.73
H -0.52 0.56 2.49
*
```



<ii> is favored, and the nearest alternative lies 0.0885 hartree above it.



<i>
# C5H30NO11

A cluster of 11 separate species, C5H30NO11 in total (ωB97M-V/def2-TZVPD, OMol25).

For the highest occupied orbital energy, the calculation gives -0.4603 Ha. The value obtained for the frontier orbital gap is 10.08 eV. Its LUMO energy is -0.0899 hartree.

Structure (ORCA input):
```
! RIJCOSX wB97M-V def2-TZVPD def2/J DEFGRID3
* xyz 1 1
O -3.53 -0.78 0.52
C -2.61 -1.15 1.18
C -1.40 -1.78 0.56
C -0.12 -1.24 1.08
C 0.12 0.22 0.78
C 0.16 1.22 1.67
N 0.36 0.54 -0.65
H -2.69 -1.15 2.29
H -1.43 -1.68 -0.55
H -1.43 -2.87 0.68
H -0.08 -1.43 2.18
H 0.78 -1.79 0.69
H 0.31 2.24 1.44
H -0.02 1.05 2.70
H 1.26 1.16 -0.77
H -0.44 1.08 -1.08
H 0.50 -0.32 -1.23
H 3.21 1.18 0.40
H 3.45 2.43 -0.63
O 2.93 1.62 -0.50
H -0.96 1.89 -3.97
H -1.99 1.25 -3.10
O -1.07 1.35 -3.26
H -2.38 -0.66 -2.24
H -3.44 -0.33 -1.24
O -3.07 -0.02 -2.02
H 3.21 -1.61 -0.62
H 3.61 -2.83 0.26
O 3.62 -1.92 0.22
H 3.73 -0.49 1.29
H 2.92 0.20 2.31
O 3.59 0.36 1.68
H 3.02 0.17 -1.52
H 3.23 -0.78 -2.69
O 2.67 -0.64 -1.93
H -3.22 1.41 2.23
H -2.25 1.55 0.96
O -2.36 1.19 1.93
H 1.98 0.07 4.38
H 2.12 -1.30 3.86
O 1.87 -0.40 3.58
H -0.78 -1.99 -3.33
H -0.65 -0.44 -3.21
O -0.80 -1.27 -2.69
H -2.55 1.36 -1.15
H -2.47 2.83 -0.85
O -2.09 2.04 -0.61
*
```



<ii>
# C5H30NO11

A cluster of 11 separate species, C5H30NO11 in total (ωB97M-V/def2-TZVPD, OMol25).

For the highest occupied orbital energy, the calculation gives -0.4401 Ha. The value obtained for the frontier orbital gap is 9.61 eV. Its LUMO energy is -0.0870 hartree.

Structure (ORCA input):
```
! RIJCOSX wB97M-V def2-TZVPD def2/J DEFGRID3
* xyz 1 1
O 1.64 -0.57 3.98
C 2.00 -0.60 2.83
C 2.03 0.69 2.04
C 0.68 1.46 1.94
C -0.02 1.00 0.69
C -0.20 1.76 -0.37
N -0.73 1.16 -1.57
H 2.16 -1.53 2.26
H 2.81 1.38 2.36
H 2.31 0.43 1.01
H 0.07 1.20 2.81
H 0.89 2.52 2.02
H -0.11 -0.08 0.75
H 0.00 2.82 -0.26
H -1.40 1.72 -2.10
H -1.24 0.28 -1.48
H 0.01 0.92 -2.21
H 4.69 -1.56 -3.15
H 3.50 -2.59 -3.15
O 3.76 -1.69 -2.99
H 0.95 -2.61 -0.75
H 1.02 -1.42 -1.84
O 0.47 -2.03 -1.34
H -2.19 0.96 4.33
H -1.44 0.48 5.63
O -1.33 0.82 4.74
H -2.07 -2.19 1.13
H -1.82 -3.23 0.04
O -2.07 -2.32 0.21
H -3.39 -0.80 -2.89
H -2.92 -2.01 -2.18
O -2.63 -1.11 -2.38
H 2.11 -4.19 2.67
H 1.79 -3.18 3.70
O 1.76 -3.29 2.74
H -3.14 3.14 -3.22
H -3.60 2.52 -1.75
O -3.07 2.48 -2.54
H 0.40 4.88 -2.12
H 1.39 4.12 -2.96
O 0.65 3.98 -2.36
H -1.28 -0.77 3.01
H -0.58 -2.15 3.04
O -1.43 -1.72 2.95
H -0.19 0.80 -5.11
H -0.31 -0.37 -3.95
O 0.04 0.47 -4.24
*
```



<i> is favored, and the nearest alternative lies 0.0597 hartree above it.